Entry from the OMol25 dataset: a structure of composition C22H60BrO13P in a non-equilibrium geometry (the ωB97M-V functional and the def2-TZVPD basis).

XYZ file:
```
97
Properties=species:S:1:pos:R:3:mulliken_charge:R:1
C 5.63 -3.10 -3.92 -0.65
C 5.16 -1.87 -4.43 -0.07
O 4.84 -0.77 -3.55 -0.21
P 3.81 0.33 -4.31 1.13
O 4.39 0.64 -5.68 -0.68
O 3.73 1.78 -3.44 -0.38
Br 3.86 1.50 -1.62 0.10
O 2.26 -0.28 -4.53 -0.39
C 1.68 -0.81 -3.31 -0.24
C 0.60 -1.94 -3.69 -0.41
C 1.34 -3.21 -4.35 0.04
C 0.96 -4.59 -3.59 -0.25
O 0.59 -5.62 -4.54 -0.52
H 5.34 -4.06 -4.42 0.26
H 6.30 -3.12 -3.01 0.24
H 5.10 -1.78 -5.55 0.37
H 1.15 0.01 -2.71 0.11
H 2.45 -1.27 -2.59 0.41
H 0.10 -2.27 -2.73 0.32
H -0.19 -1.53 -4.40 -0.04
H 1.11 -3.24 -5.46 0.38
H 2.46 -3.08 -4.23 -0.36
H 1.91 -4.96 -3.06 0.25
H 0.14 -4.42 -2.81 0.23
H 0.26 -5.22 -5.37 0.34
C 8.02 2.57 -2.99 -0.88
C 7.44 3.29 -4.20 -0.18
O 7.28 2.39 -5.28 -0.51
H 8.99 2.13 -3.24 0.28
H 8.15 3.26 -2.15 0.31
H 7.37 1.75 -2.68 0.20
H 8.10 4.09 -4.52 0.31
H 6.46 3.72 -3.96 0.21
H 6.68 1.69 -4.98 0.25
C -2.16 1.46 -2.83 -0.83
C -2.62 0.37 -3.79 0.18
O -2.70 -0.87 -3.11 -0.44
H -1.18 1.21 -2.41 0.03
H -2.09 2.42 -3.34 0.44
H -2.85 1.55 -1.99 0.17
H -1.92 0.27 -4.61 0.41
H -3.61 0.61 -4.20 -0.12
H -3.34 -0.77 -2.38 0.25
C -7.17 -0.13 -6.28 -1.14
C -5.81 0.32 -5.77 -0.16
O -5.96 1.18 -4.65 -0.52
H -7.77 0.74 -6.56 0.28
H -7.06 -0.79 -7.14 0.34
H -7.71 -0.66 -5.49 0.34
H -5.27 0.87 -6.54 0.30
H -5.20 -0.54 -5.47 0.23
H -6.43 0.68 -3.96 0.30
C -3.78 -0.72 1.71 -1.05
C -4.35 0.00 0.50 -0.03
O -4.48 -0.90 -0.60 -0.50
H -2.81 -1.15 1.48 0.22
H -3.67 -0.03 2.55 0.17
H -4.44 -1.54 2.01 0.52
H -3.68 0.81 0.19 0.17
H -5.33 0.44 0.72 0.24
H -5.08 -1.61 -0.32 0.26
C 0.57 0.84 1.41 -0.84
C -0.85 1.33 1.20 0.14
O -1.64 1.09 2.36 -0.40
H 0.57 -0.23 1.64 0.31
H 1.18 1.02 0.52 0.10
H 1.03 1.35 2.26 0.26
H -1.32 0.81 0.37 0.04
H -0.86 2.41 0.99 0.21
H -1.23 1.57 3.10 0.23
C 0.90 1.01 6.35 -0.92
C 1.15 0.40 4.99 0.09
O 1.90 1.30 4.18 -0.53
H 0.36 1.96 6.26 0.28
H 0.32 0.34 6.98 0.12
H 1.85 1.23 6.86 0.37
H 0.20 0.21 4.48 0.12
H 1.69 -0.54 5.07 0.15
H 2.74 1.46 4.63 0.27
C -0.30 -2.58 8.70 -0.99
C -0.05 -3.19 7.34 -0.29
O 0.71 -2.29 6.53 -0.44
H -0.84 -1.63 8.61 0.21
H -0.89 -3.26 9.33 0.37
H 0.65 -2.36 9.21 0.32
H -1.00 -3.38 6.83 0.28
H 0.50 -4.13 7.42 0.25
H 1.54 -2.13 6.98 0.28
C -3.44 3.61 8.13 -1.12
C -1.98 3.46 7.74 -0.16
O -1.87 3.26 6.33 -0.45
H -4.01 2.72 7.84 0.30
H -3.54 3.76 9.21 0.34
H -3.89 4.46 7.62 0.33
H -1.54 2.59 8.24 0.24
H -1.41 4.35 8.01 0.29
H -2.25 4.03 5.90 0.27
```

The value obtained for the HOMO energy is -9.29 eV. The value obtained for the calculated total energy is -4767.5408 hartree. Its lowest unoccupied orbital energy is -1.2 eV.